(1)
Density functional theory data (ωB97M-V/def2-TZVPD) for an isolated molecule of C10H14Si in a non-equilibrium geometry.

Structure (XYZ):
```
25
Properties=species:S:1:pos:R:3:forces:R:3:mulliken_charge:R:1
C 1.962 -2.953 0.098 -0.8 2.5 0.1 -0.793
C 0.804 -3.389 -0.471 -0.2 -2.3 -1.0 -0.255
C 2.010 -1.571 0.412 1.5 -2.7 0.8 -0.343
C -0.317 -2.591 -0.641 -0.6 0.3 -0.1 -0.757
C 0.928 -0.808 0.336 -1.3 2.0 -1.2 0.243
C -0.252 -1.296 -0.222 0.4 1.5 0.8 0.732
C -1.427 2.442 1.426 -1.3 -1.4 0.8 -1.092
C -0.513 2.627 -1.536 -0.2 -1.0 0.2 -1.162
C 0.926 0.654 0.698 1.0 1.0 1.6 -0.803
C -1.290 -0.230 -0.269 -1.4 0.7 0.7 -1.176
Si -0.552 1.573 0.088 -1.6 -2.5 -1.7 0.240
H 2.756 -3.591 0.347 1.0 -0.8 -0.1 0.463
H 0.815 -4.416 -0.877 -0.3 0.4 0.5 0.305
H 2.863 -1.157 0.868 1.2 0.3 0.4 0.475
H -1.272 -2.891 -1.060 0.3 -0.6 -0.2 0.436
H -0.724 3.109 1.816 1.0 1.3 1.0 0.362
H -2.333 2.975 1.214 -0.4 0.4 -0.5 0.358
H -1.727 1.714 2.219 0.5 0.4 -0.5 0.327
H -1.408 2.488 -2.178 0.2 0.1 0.7 0.341
H -0.364 3.676 -1.342 -0.1 0.5 0.2 0.342
H 0.294 2.332 -2.191 0.5 -0.2 -0.1 0.373
H 1.729 1.251 0.260 0.9 -0.5 0.6 0.361
H 0.894 0.719 1.833 0.5 0.3 -1.2 0.279
H -1.681 -0.167 -1.243 -1.0 -0.2 -1.5 0.407
H -2.124 -0.500 0.414 0.2 0.3 -0.4 0.336
```
Positions in Å, forces in eV/Å.

Molecular weight ... 162.31 u
SMILES ... C[Si]1(C)Cc2ccccc2C1
LUMO level ... 0.8 eV
Kohn-Sham gap ... 9.51 eV
ΔE to the lowest compared entry with this formula, charge and spin ... 23.1 kcal per mole

---

(2)
Density functional theory data (ωB97M-V/def2-TZVPD) for a cluster of 2 separate species, C2H5FNO in total in a non-equilibrium geometry.

Structure (XYZ):
```
10
Properties=species:S:1:pos:R:3:forces:R:3:mulliken_charge:R:1
C -0.507 0.446 0.707 2.9 0.0 -1.0 -1.245
C 1.015 -0.142 -1.046 -1.6 -0.1 1.0 -0.118
N 0.831 -1.323 -1.686 0.2 1.5 1.0 -0.054
O 1.294 -2.506 -1.218 -0.2 0.2 -0.1 -0.753
F 0.658 0.919 -1.820 0.1 0.2 -0.5 -0.252
H 0.147 0.948 1.420 -0.2 -0.9 0.5 0.261
H -1.022 -0.455 0.708 -0.3 -1.9 1.2 0.298
H -1.127 1.140 0.296 -1.7 2.3 -1.5 0.275
H 1.744 0.153 -0.296 0.3 -1.0 -0.7 0.346
H -0.096 -1.304 -2.138 0.5 -0.4 0.0 0.243
```
Positions in Å, forces in eV/Å.

Molecular weight ... 78.07 u
Net charge ... -1
LUMO level ... 4.6 eV
Kohn-Sham gap ... 6.24 eV
ΔE to the lowest compared entry with this formula, charge and spin ... 139.1 kcal per mole

---

(3)
Density functional theory data (ωB97M-V/def2-TZVPD) for an isolated molecule of C15H24N2O5S2 in a non-equilibrium geometry.

Structure (XYZ):
```
48
Properties=species:S:1:pos:R:3:forces:R:3:mulliken_charge:R:1
C 3.652 0.358 5.706 -0.2 0.0 0.0 -0.979
H 4.427 -0.029 5.050 0.2 0.0 0.1 0.332
H 3.787 1.430 5.812 0.0 0.1 0.0 0.229
H 3.755 -0.105 6.685 0.1 0.0 0.1 0.395
C 2.285 0.014 5.120 0.3 -0.4 0.3 -0.573
N 2.082 0.462 3.757 0.6 -0.5 -0.8 0.188
S 3.091 -0.174 2.596 -0.7 0.1 -0.1 1.373
O 3.525 -1.458 3.054 -0.2 -0.2 0.2 -0.701
O 4.085 0.765 2.157 -0.2 0.1 -0.1 -0.697
C 1.919 -0.410 1.251 0.4 0.1 0.3 -0.464
C 0.896 -1.324 1.429 -0.1 -0.1 -0.1 -0.559
C -0.017 -1.522 0.406 0.0 -0.1 0.1 -0.746
C 0.120 -0.803 -0.766 -0.2 -0.1 -0.4 0.281
C 1.146 0.103 -0.950 0.1 0.0 0.0 -0.563
C 2.061 0.302 0.074 0.1 0.0 0.0 -0.392
H 2.886 0.990 -0.019 0.1 0.1 -0.1 0.544
H 1.221 0.623 -1.891 0.1 0.1 -0.1 0.484
S -1.091 -1.012 -2.071 -0.1 0.3 0.6 1.393
O -1.744 -2.276 -1.894 0.0 0.1 0.3 -0.700
O -0.477 -0.711 -3.330 0.1 0.3 0.1 -0.660
N -2.140 0.241 -1.666 0.5 -0.7 -0.1 -0.210
H -2.954 -0.137 -1.201 -0.1 -0.2 0.2 0.371
C -2.537 1.104 -2.760 -0.3 -0.1 -0.6 -1.330
H -2.982 2.008 -2.338 0.1 0.0 -0.1 0.409
H -1.633 1.352 -3.317 -0.1 0.2 -0.1 0.367
C -3.537 0.412 -3.685 0.4 0.3 -0.2 0.671
H -3.084 -0.531 -4.030 -0.1 0.1 0.0 0.297
C -3.984 1.268 -4.891 0.0 -0.1 0.2 -0.796
H -3.567 0.871 -5.814 0.1 0.0 0.0 0.346
H -3.648 2.297 -4.776 0.0 0.1 -0.1 0.317
C -5.516 1.172 -4.867 0.0 -0.1 0.2 -0.499
H -5.953 2.097 -4.494 0.0 0.0 0.0 0.265
C -5.766 0.037 -3.867 -0.3 0.0 -0.3 -0.531
H -5.743 -0.937 -4.377 0.0 0.0 0.1 0.288
O -4.709 0.122 -2.940 0.2 0.1 0.3 -0.421
H -6.701 0.133 -3.315 0.0 -0.1 -0.1 0.321
H -5.940 0.953 -5.844 -0.1 0.0 0.0 0.297
H -0.823 -2.234 0.489 -0.1 -0.1 0.1 0.485
H 0.840 -1.869 2.357 -0.1 -0.1 0.1 0.443
C 1.578 1.788 3.480 0.0 0.5 -0.2 -0.486
C 2.543 2.938 3.762 -0.1 -0.2 0.0 -1.176
H 2.139 3.859 3.349 0.0 0.1 0.0 0.419
H 2.686 3.077 4.830 0.0 0.1 0.1 0.290
H 3.500 2.729 3.294 0.1 0.1 0.0 0.313
H 1.321 1.788 2.417 -0.2 0.2 0.1 0.253
H 0.653 1.919 4.052 0.0 -0.1 -0.1 0.403
H 1.481 0.434 5.730 0.0 0.0 -0.1 0.408
H 2.181 -1.074 5.098 -0.1 0.1 0.2 0.298
```
Positions in Å, forces in eV/Å.

Molecular weight ... 376.50 u
SMILES ... CCN(CC)S(=O)(=O)c1ccc(S(=O)(=O)NC[C@@H]2CCCO2)cc1
LUMO level ... 0.1 eV
Kohn-Sham gap ... 9.60 eV
ΔE to the lowest compared entry with this formula, charge and spin ... 9.7 kcal per mole